# HO3PS3

A single HO3PS3 molecule in a non-equilibrium geometry (wB97M-V/def2-TZVPD, the OMol25 dataset).

Calculated values
Energy above the lowest of the compared OMol25 structures with the same formula, charge and spin (kcal/mol): 0.3
SMILES: OP1OSSSO1
Frontier orbital gap (eV): 8.53

```
! wB97M-V def2-TZVPD RIJCOSX def2/J DEFGRID3
* xyz 0 1
O -0.85166 -0.57118 -0.65130
O 0.99266 0.35956 0.84401
O 1.28979 -1.83035 -0.17478
P 0.20315 -1.06734 0.66057
S -2.07367 0.44603 -0.67527
S -0.05581 1.73290 1.36753
S -1.05124 2.15508 -0.50772
H 1.54678 -1.22468 -0.86304
*
```

=====

# C22H25N3O3S

A single C22H25N3O3S molecule (wB97M-V/def2-TZVPD, the OMol25 dataset).

Calculated values
Energy above the lowest of the compared OMol25 structures with the same formula, charge and spin (kcal/mol): 6.6
SMILES: CCOCCCn1c(=S)[nH]c2cc(C(=O)NCCc3ccccc3)ccc2c1=O
Frontier orbital gap (eV): 8.36

```
! wB97M-V def2-TZVPD RIJCOSX def2/J DEFGRID3
* xyz 0 1
C -6.71777 -3.32785 1.61908
C -6.34083 -2.28511 0.57833
O -5.04614 -1.80552 0.87906
C -4.45911 -1.00851 -0.11836
C -5.05946 0.39970 -0.21081
H -6.11066 0.33507 -0.49420
H -5.00193 0.87660 0.76922
C -4.35331 1.26239 -1.25480
N -2.94917 1.48032 -0.93842
C -2.63248 2.43647 -0.01542
S -3.74328 3.39131 0.73615
N -1.31637 2.60955 0.28753
C -0.29016 1.91198 -0.29572
C 1.04018 2.14407 0.04824
C 2.04470 1.43374 -0.58822
C 1.72902 0.49011 -1.56858
C 0.41380 0.24192 -1.89196
C -0.60898 0.94928 -1.26066
C -2.01017 0.69992 -1.61551
O -2.36064 -0.11529 -2.43974
H 0.14129 -0.48827 -2.63801
H 2.53561 -0.03303 -2.05714
C 3.49329 1.66495 -0.28412
O 4.33433 1.71380 -1.15529
N 3.76588 1.84321 1.03429
H 3.04138 1.63183 1.70332
C 5.12439 1.79061 1.52225
H 5.24726 2.52304 2.32478
H 5.76580 2.05945 0.68062
C 5.48166 0.37892 2.02172
C 5.23867 -0.61312 0.91926
C 4.01432 -1.25890 0.80875
C 3.75318 -2.09970 -0.25895
C 4.71658 -2.30299 -1.23082
C 5.94280 -1.66839 -1.12572
C 6.20035 -0.82783 -0.05911
H 7.15394 -0.32529 0.01291
H 6.69748 -1.82275 -1.88242
H 4.51201 -2.95304 -2.06867
H 2.79307 -2.58982 -0.33348
H 3.25534 -1.10757 1.56533
H 6.52933 0.37149 2.32422
H 4.86711 0.13605 2.89204
H 1.27427 2.90158 0.78232
H -1.11603 3.33104 0.96831
H -4.38119 0.77138 -2.22953
H -4.84123 2.23805 -1.31454
H -3.40366 -0.94620 0.16285
H -4.52653 -1.50419 -1.09860
H -6.34650 -2.73012 -0.42908
H -7.07236 -1.46392 0.59382
H -6.70051 -2.88079 2.60890
H -7.71352 -3.71226 1.41647
H -6.00498 -4.14739 1.59812
*
```

=====

# C4H4O3

A single C4H4O3 molecule (wB97M-V/def2-TZVPD, the OMol25 dataset).

Calculated values
Energy above the lowest of the compared OMol25 structures with the same formula, charge and spin (kcal/mol): 29.1
SMILES: CC(=O)C(=O)C=O
Frontier orbital gap (eV): 8.91

```
! wB97M-V def2-TZVPD RIJCOSX def2/J DEFGRID3
* xyz 0 1
C -1.64241 0.25043 -0.47464
C -0.36159 -0.52766 -0.42022
O -0.02774 -1.39535 -1.19308
C 0.58955 -0.24681 0.74858
O 0.25299 -0.36075 1.90352
C 2.01247 0.17275 0.38451
O 2.23797 0.73836 -0.65452
H -2.10227 0.29119 0.51792
H -2.32013 -0.19937 -1.20273
H -1.41298 1.28058 -0.77745
H 2.77413 -0.00336 1.16812
*
```

=====

# C10H22BN2O4

A gas-phase ion, C10H22BN2O4 (charge +1) in a non-equilibrium geometry (wB97M-V/def2-TZVPD, the OMol25 dataset).

Calculated values
SMILES: CB(O)[C@@]1(CCO)[NH2+][C@H](CC(=O)N(C)C)CO1
Frontier orbital gap (eV): 9.24

```
! wB97M-V def2-TZVPD RIJCOSX def2/J DEFGRID3
* xyz 1 1
C 3.72732 -1.89184 -0.01138
B 2.64016 -1.08295 0.86297
O 2.97583 -0.86579 2.25013
C 1.19469 -0.53076 0.34772
C 0.57868 0.54175 1.38297
C 1.52724 1.82916 1.55997
O 2.02992 1.93273 2.92179
N 1.09860 0.20689 -0.96754
C 0.15822 -0.58607 -1.83989
C -1.31473 -0.06523 -2.11543
C -2.35998 -0.35145 -0.96316
O -2.44277 -1.39366 -0.30186
N -3.36437 0.69400 -0.68764
C -2.74441 1.89134 -0.05871
C -4.40138 0.16980 0.25665
C 0.40710 -2.06134 -1.28703
O 0.44545 -1.76244 0.15271
H 4.55287 -1.22748 -0.44501
H 4.27171 -2.58451 0.71978
H 3.29908 -2.56235 -0.81454
H 2.20853 -1.14756 2.79704
H 0.27494 0.08021 2.36640
H -0.36514 0.93623 0.87674
H 0.95462 2.80466 1.38389
H 2.39801 1.84329 0.83212
H 2.95961 2.22718 2.83595
H 2.02228 0.04201 -1.40433
H 0.74095 1.17094 -0.99874
H 0.63940 -0.47942 -2.87442
H -1.31951 1.04628 -2.36269
H -1.71565 -0.58979 -3.04732
H -1.95517 2.39067 -0.71619
H -3.57594 2.65296 0.08894
H -2.34488 1.64204 0.98245
H -4.95669 -0.71442 -0.17820
H -5.19281 0.97404 0.44474
H -3.96870 -0.06390 1.28958
H 1.37694 -2.35935 -1.78703
H -0.46004 -2.75583 -1.49143
*
```

=====

The records above give, respectively, E_HOMO values of -0.327 -0.315 -0.361 -0.461 Ha.
The records above give, respectively, DFT total energy values of -47953.5451 -44669.7110 -10353.9514 -22565.1748 eV.